Record 1
The following is a quantum chemistry calculation of a molecular structure, C38H40CsN5O4SSb, from the OMol25 dataset.

As for the orbital gap: 3.593 eV. For the energy above the lowest of the compared OMol25 structures with the same formula, charge and spin, the calculation gives 32.0 kcal/mol. As for the total charge: -1. For the lowest unoccupied orbital energy, the calculation gives 1.360 eV.

Structure (XYZ):
```
90
Properties=species:S:1:pos:R:3:forces:R:3
Cs -1.67206 -1.36393 -1.17344 -0.47 0.12 -0.18
Sb -0.47497 1.47580 2.59891 -0.38 -1.00 -0.49
S 1.78470 1.09778 -3.76697 0.01 -0.47 0.30
O -5.37932 0.13422 -2.38043 -0.72 0.69 0.95
O -1.40409 -4.04242 -0.35034 -0.02 -0.74 0.77
O -0.68161 -6.16100 -0.09204 -0.09 0.17 0.26
O 1.77506 2.45256 0.95065 0.43 -0.10 0.00
N 3.94018 1.09649 -2.18880 -1.78 -0.22 0.11
N -1.30865 1.99477 -0.41768 0.27 -0.63 -1.66
N 1.92443 1.66659 -1.15619 1.23 -0.09 -0.16
N 0.81529 -0.72078 0.87239 1.19 -1.61 -1.08
N -2.91931 -0.29361 1.57805 1.78 1.58 2.35
C 1.68232 -1.76574 0.59300 -1.04 1.19 0.38
C 1.54504 -2.47198 -0.71546 -0.39 -1.78 -1.08
C -2.63969 -4.15505 2.22404 0.47 -1.11 -0.48
C -3.06858 -4.19683 3.52915 -0.53 0.49 1.12
C -1.95541 2.69162 -1.36987 -0.07 2.05 0.87
C 2.34921 2.49511 -0.11719 -0.75 0.76 -0.84
C -1.66937 -5.09067 1.78386 -0.83 0.53 0.24
C 4.84613 0.79734 -3.27458 -1.49 -0.53 -0.10
C -4.45879 0.06588 3.86176 -0.53 0.79 2.03
C -1.18062 -5.99880 2.71322 1.49 -0.57 -0.61
C 1.79129 -0.52299 3.04705 0.60 -0.11 -0.82
C -4.93946 -0.55787 2.77263 -2.20 -0.99 -0.30
C -2.57782 3.96385 -1.05293 1.11 -1.54 -0.03
C 5.52499 -1.35059 -2.15389 1.57 0.80 1.03
C 4.67871 5.28572 0.56404 2.12 3.06 1.26
C -3.18241 0.58318 3.88756 1.42 -0.43 -2.75
C 3.80492 4.27979 0.68327 -0.52 -1.42 0.63
C 2.71945 -1.50214 2.74046 -0.30 0.42 -0.61
C 3.28115 3.65232 -0.41148 -0.10 -0.84 -0.92
C -1.17821 2.46900 0.79061 -0.38 -0.24 1.67
C 2.58001 1.21961 -2.31808 1.30 1.14 0.38
C -4.85244 -1.05925 0.36057 2.43 -1.84 -0.65
C -4.18060 -0.65274 1.62223 -0.44 0.42 -0.76
C -1.88840 2.16614 -2.74441 -0.52 -1.08 -1.19
C -1.76213 3.65087 1.17930 -0.15 0.40 -1.24
C -2.40896 0.33623 2.72931 -0.32 -0.20 -1.13
C -1.21904 -5.12197 0.31886 0.34 0.63 -0.72
C -5.63975 -0.98872 -4.41939 0.34 -0.54 0.28
C -4.73335 -0.42226 -3.24725 0.81 -0.67 -1.33
C 4.52361 5.17933 -1.84723 -0.64 0.28 2.26
C -2.44881 4.40585 0.25353 -0.67 0.42 -0.90
C -2.51660 -5.09871 4.45328 -0.53 0.62 -0.62
C 5.01886 5.81611 -0.68892 0.31 0.40 -0.46
C 2.67095 -2.13220 1.49904 0.06 -0.28 -0.22
C -1.56922 -5.99917 4.03701 0.14 -0.24 1.03
C 3.61854 4.12029 -1.67229 0.70 0.05 -0.78
C 5.07258 -0.70181 -3.41973 0.17 -0.69 -1.62
C 0.92738 -0.13013 2.04021 -1.65 0.57 0.57
H 4.14069 -1.19936 -3.69906 -0.10 0.25 -0.26
H 4.79444 -1.38526 -1.39629 -1.47 -0.09 0.70
H -5.88441 -1.12874 0.55421 -1.30 -0.66 -0.04
H 5.74175 1.24510 -2.95287 1.44 0.81 -0.17
H 3.24920 3.64860 -2.56729 -0.30 -0.12 -0.09
H 5.11684 5.75770 1.51829 -0.74 -0.70 -1.66
H -2.75532 1.28467 4.56389 -0.10 0.07 1.00
H 0.99007 1.34539 -1.01720 -0.92 -0.42 0.08
H -2.90113 5.36516 0.50307 0.18 -0.16 0.20
H 1.03685 -1.92701 -1.53089 0.36 0.10 0.66
H 3.37638 -2.91295 1.17596 -0.27 0.42 0.45
H 6.31552 -0.78833 -1.62633 0.18 0.03 -0.48
H 5.90056 -2.34600 -2.23269 0.20 -0.76 -0.50
H -5.50365 -2.07778 -4.44551 0.42 0.04 -0.15
H -6.68743 -0.88665 -4.16003 -0.56 0.57 -0.07
H 5.79941 -0.93140 -4.26421 -0.76 0.52 0.95
H 1.01321 -3.49148 -0.67681 0.32 1.52 0.45
H -0.88259 1.79480 -3.03114 -0.45 0.34 0.41
H -2.20770 2.89711 -3.50754 0.06 -0.24 0.43
H 4.37269 1.27898 -4.13913 0.65 -0.27 -0.20
H 2.51890 -2.76651 -1.12125 0.15 0.29 0.15
H -1.14093 -6.65590 4.82178 -0.11 0.22 -0.92
H 4.37806 1.27667 -1.31035 -0.20 0.00 0.58
H 1.83518 0.03865 3.95558 0.02 0.09 0.51
H -3.03615 4.60914 -1.80416 0.02 -0.52 0.09
H 3.51571 3.85990 1.61584 -0.07 0.00 0.85
H -2.83840 -5.09860 5.47489 -0.20 0.10 0.41
H -5.39693 -0.59219 -5.41942 -0.01 0.00 0.38
H -0.36772 -6.67859 2.40872 -0.65 0.27 -0.12
H 3.51910 -1.64021 3.42128 0.62 -0.64 0.58
H -3.84296 -3.49088 3.88444 0.46 -0.41 -0.31
H -6.00375 -0.92857 2.75858 1.30 0.47 0.00
H 4.74087 5.58124 -2.80381 0.16 0.10 -0.78
H -4.33425 -2.08560 0.12530 -1.51 1.53 -0.07
H -5.12990 0.24235 4.69864 0.08 -0.11 0.06
H -4.74339 -0.39049 -0.51411 0.27 -0.16 0.47
H -1.61567 4.04537 2.12895 0.19 0.49 1.72
H -2.57448 1.27897 -2.84293 0.31 0.62 -0.05
H -3.11022 -3.50453 1.50277 0.18 0.20 -0.04
H 5.63643 6.76212 -0.75459 -0.63 -1.42 0.02
```
Forces are in eV/Å.

Results of the Mulliken charge analysis, in e, for atoms 1 through 2: atom 1 (Cs): 1.068, atom 2 (Sb): 0.493

=====

Record 2
The following is a quantum chemistry calculation of a molecular structure, C12H24AlBrO3P, from the OMol25 dataset.

As for the orbital gap: 6.797 eV. For the energy above the lowest of the compared OMol25 structures with the same formula, charge and spin, the calculation gives 0.0 kcal/mol. As for the total charge: -1. For the lowest unoccupied orbital energy, the calculation gives 2.460 eV.

Structure (XYZ):
```
42
Properties=species:S:1:pos:R:3:forces:R:3
Br 5.20220 -0.75946 -4.22427 -0.39 0.02 0.19
P 4.30388 -1.85441 -2.39842 1.31 0.71 1.19
Al 2.44244 -3.03289 -3.16945 -1.75 -0.02 -0.98
O -2.34806 2.29924 0.13890 0.23 0.04 -0.06
O 2.21017 -0.58108 3.59662 -0.08 -0.08 0.47
O 3.86987 -0.57354 -1.32795 1.16 -0.28 -0.64
C -2.20056 2.78917 1.46934 -0.68 0.08 0.00
C -0.64007 -3.06860 -2.98683 -0.99 3.12 1.42
C -2.95596 1.88284 2.42842 0.16 -0.24 0.16
C 0.63630 -2.20908 -2.63564 -3.47 1.27 1.05
C 1.31963 -0.56164 2.47993 0.50 0.28 -0.51
C 2.01165 -1.16515 1.26891 -0.10 -0.21 0.08
C -2.71130 4.21993 1.54110 0.18 0.26 -0.03
C -1.04274 -0.37160 -1.67651 0.20 -1.91 -0.93
C 0.43467 -0.83006 -1.95944 -3.92 -2.75 -1.29
C -2.28907 -1.21591 -2.00917 3.48 -1.42 -1.04
C -2.07885 -2.59837 -2.69459 3.16 1.98 0.81
C 0.88036 0.86865 2.20871 -0.29 0.11 0.11
H 0.18272 0.91437 1.36787 0.09 -0.02 0.00
H -2.84782 2.22335 3.46170 -0.04 -0.03 -0.04
H 0.45013 -1.16872 2.74729 0.15 0.03 0.19
H -2.59575 4.63064 2.54768 -0.04 0.00 -0.06
H 0.39385 1.29517 3.09141 -0.02 -0.08 -0.03
H -2.58617 0.85641 2.35780 0.05 0.11 0.02
H -4.02201 1.85349 2.17994 0.03 0.14 0.01
H -3.28875 2.31383 -0.08210 0.17 -0.03 0.05
H -2.16734 4.85727 0.83868 0.02 -0.08 0.09
H 4.73587 -0.25370 -0.97377 -1.13 -0.38 -0.33
H -2.95751 -3.26032 -2.99244 1.29 1.08 0.51
H 1.74208 1.50559 1.98299 0.01 -0.12 -0.12
H 2.33215 -2.18904 1.48034 -0.10 0.06 0.00
H 2.48781 -2.98490 -4.78194 0.17 0.09 -0.02
H 2.91166 -0.59923 1.01049 -0.16 0.08 -0.03
H -1.13367 2.76760 1.70704 -0.10 -0.06 -0.22
H 2.51552 -4.60164 -2.80073 0.18 0.12 0.42
H 1.33620 -0.18711 -1.70365 -1.45 -0.86 -0.36
H -3.35687 -0.84292 -1.80585 1.96 -0.53 -0.27
H -1.23671 0.65776 -1.19930 0.40 -1.79 -0.78
H -0.50138 -4.07177 -3.51630 -0.14 1.58 0.89
H 2.98223 -0.04670 3.36946 -0.16 -0.13 -0.07
H 1.34808 -1.17893 0.40178 0.13 -0.02 0.05
H -3.76888 4.27147 1.26199 0.00 -0.09 0.11
```
Forces are in eV/Å.

Results of the Mulliken charge analysis, in e, for atoms 1 through 2: atom 1 (Br): -0.329, atom 2 (P): 0.093

=====

Record 3
The following is a quantum chemistry calculation of 2 unconnected molecules or ions with the total composition C16H25BrN2O6S, from the OMol25 dataset.

As for the orbital gap: 10.072 eV. As for the SMILES: CCCCN[C@]1(c2ccncc2)CCS(=O)(=O)O[C@@H]1Br.COC(=O)OC. For the lowest unoccupied orbital energy, the calculation gives 0.349 eV.

Structure (XYZ):
```
51
Properties=species:S:1:pos:R:3:forces:R:3
Br -2.45206 3.04995 0.37016 0.23 -0.16 0.19
S -4.85901 0.95340 1.59748 -2.84 -0.60 1.06
O 4.98830 1.11673 -3.75677 0.01 -0.03 0.04
O -5.48453 2.09560 1.02857 1.08 0.73 -0.99
O -3.47137 1.32814 2.34255 0.01 -0.41 -1.12
O 3.70240 2.39201 -5.10810 0.00 0.01 -0.02
O 2.94519 1.49917 -3.17546 -0.04 -0.03 0.07
O -5.68196 0.33378 2.58352 0.72 -0.65 0.70
N -1.96677 -3.38741 3.14849 0.07 -0.01 -0.07
N -0.79823 0.32130 -0.09826 0.16 -0.17 0.80
C 0.40566 0.61658 0.70292 0.72 0.91 -0.62
C -1.87804 -1.00880 2.94474 0.13 0.53 -0.08
C 1.93069 -1.30895 1.42973 0.51 0.20 -0.45
C -1.98452 -1.07162 1.57849 0.10 1.41 -0.15
C 1.67569 2.10663 -3.42915 -0.29 0.06 0.09
C -2.32538 1.45090 1.51287 0.43 0.65 -0.05
C -4.52911 -0.28679 0.35161 1.46 0.48 -0.66
C 6.06660 1.28554 -4.67850 0.25 -0.03 -0.09
C 3.86247 1.73568 -4.11386 0.01 -0.04 0.07
C -1.88067 -2.17527 3.66203 0.05 -0.13 1.42
C 3.39045 -1.20960 1.90166 -0.81 -0.37 0.10
C -3.16035 -0.03581 -0.32619 -0.52 0.38 0.10
C -2.03065 -3.41442 1.82541 0.01 -1.41 -0.27
C 1.62145 -0.25343 0.32643 -0.89 -0.65 0.71
C -2.04878 -2.32243 1.00902 0.04 0.21 -0.53
C -2.02340 0.20048 0.69758 -0.87 -1.16 -1.09
H 1.70988 -2.29424 1.01538 0.20 -0.12 0.14
H -0.65992 -0.60212 -0.49762 -0.04 0.10 -0.19
H -4.57942 -1.29016 0.76194 -0.19 0.17 0.45
H 1.76856 3.19036 -3.47110 0.05 -0.02 -0.13
H -5.31290 -0.12999 -0.38474 -0.22 -0.02 0.15
H 4.05369 -1.16667 1.04046 0.20 0.01 0.11
H 2.49015 0.36064 0.10257 0.05 0.04 0.09
H -2.12786 -2.47346 -0.05699 0.04 -0.03 -0.07
H 0.66918 1.66158 0.50644 -0.13 0.03 0.06
H 6.91421 0.73848 -4.27514 -0.11 -0.04 0.13
H 3.49475 -0.31869 2.52104 0.24 0.09 -0.13
H -1.82634 -2.10041 4.74480 0.02 -0.18 -0.01
H 6.33271 2.33705 -4.77047 -0.09 0.01 -0.08
H 5.80795 0.87374 -5.65241 -0.06 0.11 -0.02
H -1.80588 -0.05992 3.45122 -0.06 -0.05 0.20
H -1.50246 1.68430 2.17761 -0.09 0.06 0.15
H 1.02213 1.84132 -2.60122 0.15 -0.10 0.07
H -2.89412 -0.87577 -0.96220 -0.09 -0.10 0.01
H -2.07271 -4.39281 1.35398 -0.04 -0.06 0.18
H 3.62502 -2.07484 2.52196 0.25 0.03 -0.03
H -3.27268 0.81295 -0.99966 0.31 0.13 0.13
H 0.24592 0.55871 1.78334 -0.17 -0.24 -0.03
H 1.38368 -0.81710 -0.58024 0.10 0.28 -0.19
H 1.24449 1.72635 -4.35359 0.09 0.09 -0.07
H 1.27791 -1.20065 2.29765 -0.11 0.12 -0.08
```
Forces are in eV/Å.

Results of the Mulliken charge analysis, in e, for atoms 1 through 2: atom 1 (Br): -0.064, atom 2 (S): 1.389

=====

Record 4
The following is a quantum chemistry calculation of a molecular structure, C8H10N4OS3Sn, from the OMol25 dataset.

As for the orbital gap (alpha / beta): 5.255 / 6.306 eV. For the energy above the lowest of the compared OMol25 structures with the same formula, charge and spin, the calculation gives 27.3 kcal/mol. As for the total charge: +2. For the lowest unoccupied orbital energy (alpha / beta), the calculation gives -9.751 / -9.012 eV.

Structure (XYZ):
```
27
Properties=species:S:1:pos:R:3:forces:R:3
Sn -0.18553 0.89332 -1.01331 -0.05 -0.51 -0.42
S 1.77035 1.93305 -0.10521 0.09 0.07 0.16
S -1.75565 3.95801 -4.65209 0.15 -0.12 0.32
S 0.96383 -1.51105 -0.84023 0.18 0.15 0.17
O -1.06290 1.34821 0.76452 0.04 0.17 0.13
N -0.63001 2.59688 -2.48688 0.11 0.07 0.38
N -0.30888 2.06276 1.64913 0.00 -0.06 -0.11
N -1.07784 -3.25358 -0.72267 -0.03 0.05 -0.05
N 0.66976 -3.79825 -2.10892 0.00 -0.03 0.06
C 0.98467 2.37010 1.39764 -0.12 0.03 0.06
C -1.11747 3.16229 -3.38899 -0.28 0.01 -0.51
C -0.28722 3.11576 3.75131 0.00 0.02 0.04
C -0.95277 2.41784 2.78348 0.10 -0.01 -0.07
C 1.05159 3.44703 3.54495 -0.01 0.02 0.05
C 0.12297 -5.10331 -2.48108 0.04 0.01 0.03
C 1.68042 3.07695 2.37709 -0.01 -0.04 -0.06
C 0.09385 -2.96900 -1.26933 -0.21 0.19 -0.12
H -0.80995 3.39213 4.65487 0.01 0.01 0.00
H -0.86508 -4.98263 -2.92605 0.01 -0.01 -0.02
H -1.56709 -4.11459 -0.91574 0.00 0.00 -0.01
H 1.57213 -3.52435 -2.46802 -0.02 0.02 -0.06
H 0.07089 -5.76251 -1.61375 0.00 0.01 0.01
H -1.98369 2.10369 2.83609 0.00 0.00 0.00
H 0.78234 -5.54927 -3.21786 -0.01 -0.01 0.00
H -1.47444 -2.62945 -0.04152 0.02 -0.04 0.05
H 2.71668 3.32290 2.19424 -0.01 0.02 0.00
H 1.59902 3.99705 4.29834 0.00 -0.01 0.00
```
Forces are in eV/Å.

Results of the Mulliken charge analysis, in e, for atoms 1 through 2: atom 1 (Sn): 0.800, atom 2 (S): -0.284

=====

| no. | strongest force on any atom (eV/Å) |
| --- | --- |
| 1 | 3.94 |
| 2 | 4.96 |
| 3 | 3.09 |
| 4 | 0.66 |